(1)
C24H28N2O6PdS2 | ωB97M-V/def2-TZVPD

Cartesian coordinates (Å):
1 Pd 0.07221 0.75226 -2.14870
2 C -4.34308 -2.96911 1.33322
3 C -2.84603 -2.86724 1.01762
4 C -2.49425 -3.79610 -0.15580
5 C -2.06025 -3.31481 2.25032
6 C -2.49638 -1.44697 0.59103
7 C -3.13873 -0.88113 -0.49846
8 C -2.68490 0.32055 -1.00764
9 N -1.62489 0.97808 -0.53324
10 C -1.02327 0.44602 0.53674
11 C -1.44665 -0.72666 1.14359
12 C 0.27967 1.06111 0.87996
13 C 0.74984 1.22632 2.18036
14 C 2.03643 1.70225 2.38734
15 C 2.80258 1.97607 1.25245
16 C 2.26383 1.78434 -0.00710
17 N 1.01385 1.36024 -0.18522
18 C 2.63435 1.90407 3.77774
19 C 3.04845 3.37228 3.94333
20 C 3.87044 1.00754 3.92880
21 C 1.64629 1.55389 4.89039
22 H -4.59943 -3.99674 1.60549
23 H -4.94994 -2.68758 0.47267
24 H -4.61254 -2.31421 2.16616
25 H -2.71140 -4.83574 0.10894
26 H -1.43875 -3.70535 -0.41773
27 H -3.05592 -3.53681 -1.05361
28 H -2.36137 -4.32920 2.52304
29 H -2.24700 -2.66352 3.10871
30 H -0.98714 -3.32902 2.05427
31 H -3.91187 -1.40635 -1.04067
32 H -3.12951 0.73438 -1.90388
33 H -0.85815 -1.12905 1.95723
34 H 0.09643 0.97323 3.00421
35 H 3.82848 2.31219 1.33269
36 H 2.84388 1.90048 -0.91505
37 H 3.78204 3.66392 3.19141
38 H 3.48885 3.53224 4.93154
39 H 2.18336 4.03017 3.83909
40 H 4.62593 1.24113 3.17852
41 H 3.60058 -0.04331 3.81049
42 H 4.31654 1.14280 4.91821
43 H 0.74904 2.17373 4.83982
44 H 2.11759 1.72065 5.86211
45 H 1.34113 0.50707 4.84076
46 O 2.59928 -1.53278 -4.22571
47 S 2.69230 -0.15645 -3.79162
48 O 3.57603 0.66196 -4.62584
49 O 2.99179 0.01966 -2.36229
50 C 1.02938 0.60129 -4.02173
51 C 1.10770 1.89474 -4.62845
52 C 0.05177 2.50921 -5.24794
53 C -1.19751 1.85728 -5.30844
54 C -1.34666 0.63355 -4.71433
55 C -0.28905 -0.04569 -4.02714
56 S -0.77143 -1.76544 -3.60174
57 O -2.19612 -1.61062 -3.25555
58 O -0.58496 -2.56863 -4.79981
59 O 0.02334 -2.16430 -2.44739
60 H 2.08667 2.35392 -4.64474
61 H 0.18951 3.48486 -5.70341
62 H -2.03830 2.31692 -5.81839
63 H -2.29412 0.11240 -4.76662

Its net charge is -2. The value obtained for the total energy is -65759.54856 eV. As for the HOMO energy: -0.9 eV.

(2)
C24H28N5O5RuS | ωB97M-V/def2-TZVPD

Cartesian coordinates (Å):
1 Ru -0.67756 -0.65542 -0.06839
2 C -3.05165 -1.80592 3.33948
3 C -1.90436 -1.76596 2.38643
4 O -2.01185 -0.97310 1.40148
5 C -0.78613 -2.60880 2.62597
6 C 0.35768 -2.73615 1.86163
7 C 1.43664 -3.67889 2.28955
8 N 0.53857 -2.03843 0.71174
9 N 1.64216 -2.29461 0.02739
10 C 1.70419 -1.60157 -1.11559
11 O 0.71897 -0.83867 -1.47846
12 C 2.89007 -1.68785 -1.94336
13 C 3.96190 -2.51292 -1.58432
14 C 5.08810 -2.54979 -2.38111
15 C 5.15712 -1.77158 -3.53156
16 C 4.08800 -0.96017 -3.89917
17 C 2.95677 -0.91579 -3.11106
18 H -3.82952 -1.12101 3.01332
19 H -2.71290 -1.53061 4.33995
20 H -3.45453 -2.81872 3.39402
21 H -0.85021 -3.22787 3.50811
22 H 1.17049 -4.16985 3.22048
23 H 2.37540 -3.14007 2.41969
24 H 1.60508 -4.43240 1.52003
25 H 3.89817 -3.11868 -0.69099
26 H 5.91732 -3.19036 -2.11384
27 H 6.04687 -1.79921 -4.14625
28 H 4.13881 -0.36984 -4.80358
29 H 2.11601 -0.29601 -3.38877
30 N 0.15249 1.29943 0.90428
31 C 0.80879 1.95104 1.60974
32 N 1.51444 2.68221 2.41193
33 C 2.94846 2.93053 2.18778
34 C 3.17086 4.36456 1.71732
35 C 2.52553 5.35492 2.68888
36 C 1.03484 5.05090 2.84875
37 C 0.84598 3.61932 3.33677
38 H 3.32659 2.20539 1.46891
39 H 3.45756 2.76608 3.14031
40 H 2.73861 4.48918 0.72077
41 H 4.24358 4.54353 1.63797
42 H 2.66738 6.37494 2.33379
43 H 3.01622 5.28117 3.66422
44 H 0.52730 5.17173 1.88766
45 H 0.56846 5.73443 3.55851
46 H -0.20513 3.34818 3.41894
47 H 1.31060 3.49279 4.31742
48 N -1.88150 0.72739 -1.26126
49 C -2.99178 0.09164 -1.96693
50 C -3.71578 0.79258 -2.91829
51 C -4.79266 0.17632 -3.54463
52 C -5.10769 -1.12825 -3.20718
53 C -4.37469 -1.85008 -2.28240
54 C -3.30805 -1.22566 -1.65741
55 S -6.61778 -1.93361 -3.89976
56 O -6.22047 -3.31093 -4.07908
57 O -6.90130 -1.19872 -5.10772
58 O -7.53870 -1.70266 -2.80119
59 H -1.31200 1.26474 -1.91089
60 H -2.22893 1.38820 -0.56687
61 H -3.44863 1.81521 -3.16960
62 H -5.38534 0.69220 -4.28755
63 H -4.64779 -2.87470 -2.07002
64 H -2.70907 -1.77376 -0.92598

Its net charge is +1. As for the multiplicity: 5. The value obtained for the total energy is -56437.60464 eV. As for the HOMO energy (alpha / beta): -9.2 / -9.2 eV. As for the expectation value of S²: 6.03. The energy above the lowest of the compared OMol25 structures with the same formula, charge and spin comes out at 27.6 kcal per mole.

(3)
C24H28N6O2S | ωB97M-V/def2-TZVPD

Cartesian coordinates (Å):
1 C 7.05200 0.35807 1.94370
2 C 7.21024 1.20692 0.65637
3 C 6.28615 2.46274 0.51281
4 C 5.06440 2.57328 1.46613
5 C 3.75350 1.92880 0.97461
6 C 2.57967 2.62894 1.18803
7 N 2.57397 3.94725 1.81200
8 C 2.13030 3.81179 2.95981
9 O 1.70454 3.67563 4.03800
10 C 1.26273 2.06556 0.78658
11 N 0.10723 2.85083 1.05210
12 C 1.12146 0.83170 0.18900
13 C -0.22396 0.18536 -0.20729
14 C -0.36653 -1.14532 0.65063
15 C -1.67648 -1.15215 1.50673
16 O -1.41374 -0.50622 2.77154
17 C 2.31578 0.04345 -0.10034
18 N 2.39675 -1.13644 -0.68289
19 S 4.01254 -1.50943 -0.71695
20 N 4.59355 -0.19108 0.02792
21 C 3.60187 0.64690 0.32282
22 H 6.86671 0.94472 2.86446
23 H 8.02093 -0.16031 2.11917
24 H 6.29193 -0.43832 1.88487
25 H 8.27269 1.52269 0.58626
26 H 7.05142 0.54557 -0.21667
27 H 6.91271 3.36342 0.67321
28 H 5.93455 2.52669 -0.53849
29 H 5.24011 2.22846 2.50093
30 H 4.83551 3.65571 1.55404
31 H 0.29854 3.82852 0.82643
32 H -0.65197 2.58884 0.43187
33 H -0.09183 -0.15855 -1.25153
34 H -1.09108 0.84580 -0.06288
35 H 0.46909 -1.16344 1.38367
36 H -0.24139 -2.05297 0.03502
37 H -1.91327 -2.20419 1.73345
38 H -2.47300 -0.63711 0.94776
39 H -0.71974 -1.04634 3.16906
40 N -3.19193 -3.28078 0.02984
41 C -3.49250 -4.47702 0.53882
42 C -4.16091 -5.46859 -0.16230
43 C -4.54391 -5.20356 -1.46702
44 C -4.24423 -3.96764 -2.01632
45 C -3.56860 -3.04716 -1.22968
46 H -3.17560 -4.63758 1.56466
47 H -4.37569 -6.42195 0.30163
48 H -5.06924 -5.95126 -2.04871
49 H -4.52664 -3.72212 -3.03174
50 H -3.30840 -2.06653 -1.61704
51 N -4.49773 0.02130 -2.95657
52 C -5.60671 -0.39876 -2.34533
53 C -6.72709 0.39314 -2.14860
54 C -6.69440 1.69886 -2.60931
55 C -5.55213 2.15754 -3.24558
56 C -4.48794 1.28184 -3.39408
57 H -5.58330 -1.42631 -2.00043
58 H -7.60034 -0.00258 -1.64777
59 H -7.54840 2.35130 -2.47454
60 H -5.48788 3.17078 -3.61876
61 H -3.57429 1.59420 -3.88850

The value obtained for the total energy is -49211.66412 eV. As for the HOMO energy: -8.1 eV. The energy above the lowest of the compared OMol25 structures with the same formula, charge and spin comes out at 65.1 kcal per mole.